[1]
Molecular formula: H26O13
Method: DFT, ωB97M-V with the def2-TZVPD basis set

Computed properties:
HOMO level: -10.91 eV

Atoms and positions in Å:
H 0.5725 0.4972 -0.0287
H -0.2222 0.0621 1.1916
H 1.1643 -4.4062 1.1037
H 2.4741 -4.9934 1.6032
H 0.8495 -2.1487 4.3331
H 0.2137 -3.3679 4.9808
H -1.7582 0.5052 -0.9971
H -2.0845 1.9483 -0.6493
H -2.2301 -0.7940 1.6413
H -1.9204 0.6894 1.7576
H -4.0208 3.9538 1.5678
H -2.6603 3.6139 0.9819
H -0.4537 -0.1496 -4.0003
H -0.3524 0.7867 -2.8074
H 1.1269 3.8643 -1.2719
H 2.5016 3.4857 -1.7982
H 2.7510 1.1407 -0.4178
H 3.5905 1.3219 0.8361
H -0.1332 -2.6092 -2.3638
H -0.0648 -3.3549 -1.0412
H 2.6330 -2.3510 -0.4527
H 1.9595 -1.9196 0.8397
H -2.0442 -1.8302 -2.7911
H -2.2824 -3.3179 -2.5912
H 0.4136 4.8497 1.4931
H 1.5215 5.3042 0.5571
O 0.3958 -0.2682 0.5298
O 1.6306 -5.2431 1.2094
O 0.7796 -3.1061 4.2458
O -2.3151 1.2445 -1.2660
O -2.1448 -0.0839 2.2874
O -3.5443 3.9050 0.7315
O -0.2500 0.7627 -3.7655
O 1.5719 3.2375 -1.8534
O 2.8937 1.7434 0.3206
O -0.3055 -3.4706 -1.9673
O 1.8340 -1.9302 -0.1159
O -2.7382 -2.4687 -2.5919
O 0.6479 4.8970 0.5594

Atoms 1-2, force components in eV/Å:
0.3018 0.0551 0.0639
0.1016 -0.0450 0.2220


[2]
Molecular formula: H26O13
Method: DFT, ωB97M-V with the def2-TZVPD basis set

Computed properties:
HOMO level: -9.83 eV

Atoms and positions in Å:
H 0.3575 -0.4795 0.8351
H 0.9079 -0.7910 -0.5521
H -0.7685 0.0535 3.1878
H 0.3941 0.8769 2.4764
H 4.7412 0.7687 -2.4717
H 3.8826 1.2253 -1.4450
H -3.1836 -3.6031 -0.8470
H -2.0191 -2.7652 -1.5589
H 1.5966 -0.9839 4.7633
H 1.1267 -0.3296 3.4563
H -2.2285 -1.7792 2.2381
H -3.1915 -1.2616 1.1418
H -0.1756 1.2800 -1.6111
H -0.3777 2.8365 -1.6881
H -1.8280 3.8109 0.4189
H -1.5433 2.6461 -0.4923
H -2.0808 -3.7580 4.2137
H -0.6676 -3.0930 4.2603
H 3.1260 2.9286 -0.0348
H 1.8681 3.8650 -0.2318
H -0.3832 2.2210 -4.6621
H -1.5450 1.7769 -4.0335
H 2.4319 -2.7883 -0.7281
H 1.2926 -2.3443 0.1828
H -0.2807 -1.2297 -3.2302
H -1.0431 0.0906 -3.1199
O 1.0440 -0.2762 0.2600
O -0.2528 0.1900 2.3295
O 3.7906 0.8416 -2.2470
O -2.8420 -2.7346 -1.1489
O 1.2059 -0.2209 4.3404
O -2.2835 -1.1806 1.4898
O 0.1925 2.1629 -1.3386
O -2.0039 3.5539 -0.4731
O -1.5813 -3.0054 3.9351
O 2.4170 3.0834 -0.5913
O -0.6522 1.8858 -3.7833
O 1.4188 -2.7662 -0.6888
O -0.8619 -0.7075 -2.5516

Atoms 1-2, force components in eV/Å:
-2.4029 -0.4250 1.5313
-0.0484 0.5296 0.1538


[3]
Molecular formula: H26O13
Method: DFT, ωB97M-V with the def2-TZVPD basis set

Computed properties:
HOMO level: -10.37 eV

Atoms and positions in Å:
O -2.5413 1.9617 0.7626
H -2.7875 1.0344 0.7639
H -1.6959 2.0113 1.2494
O 0.0515 3.4604 -1.2553
H -0.7086 4.0483 -1.2858
H -0.2915 2.5706 -1.3797
O -0.4760 -3.4422 -0.4069
H -1.3630 -3.7756 -0.5064
H 0.1185 -4.1665 -0.3882
O 0.0115 1.2039 -0.1598
H -0.0407 0.9684 0.7971
H -0.0510 2.1578 -0.0420
O 3.1255 -0.5327 -0.5264
H 2.7124 -0.5454 -1.3775
H 3.9894 -0.1398 -0.6544
O 0.1028 0.1767 -2.0750
H 0.1549 0.6205 -1.2339
H 0.9639 -0.0911 -2.3645
O -2.5631 0.1488 -1.5179
H -1.7557 0.5004 -1.1266
H -2.0769 -0.3437 -2.2021
O 2.1582 1.8375 -1.4798
H 1.6752 2.6941 -1.4618
H 2.1851 1.6266 -0.5439
O 0.3651 -1.7778 1.2918
H -0.1555 -2.2826 0.6299
H -0.1557 -1.6748 2.0932
O 2.9572 -2.7792 0.8936
H 2.9428 -1.9718 0.3686
H 2.1585 -2.6705 1.4325
O -2.9535 -2.5556 -0.8299
H -2.9086 -1.6484 -1.1384
H -3.5001 -3.1421 -1.3286
O -1.2602 1.8335 3.0511
H -0.3299 1.5478 3.1083
H -1.7422 1.0985 3.4395
O 1.1727 0.5334 2.2342
H 1.6568 1.1129 1.6383
H 1.3513 -0.3700 1.9288

Atoms 1-2, force components in eV/Å:
0.3070 0.5105 -0.3348
-0.0535 -0.1188 -0.0871


[4]
Molecular formula: H26O13
Method: DFT, ωB97M-V with the def2-TZVPD basis set

Computed properties:
HOMO level: -10.51 eV

Atoms and positions in Å:
H 0.2862 0.1286 -0.2083
H -0.9438 0.4670 0.6179
H 1.1086 1.6583 -4.0477
H 1.7917 0.3498 -3.6855
H -1.2034 4.3701 1.6268
H -2.1484 3.1847 1.7353
H -3.1915 -0.2846 -1.4090
H -4.5464 -0.6333 -2.0028
H -2.6378 -3.9194 -1.5462
H -2.2508 -2.4570 -1.6929
H -2.2289 2.2704 3.8780
H -3.0991 1.0561 4.1578
H -0.7107 -2.7043 0.1343
H 0.3331 -1.6327 0.4026
H 0.9632 -0.3767 1.8967
H 2.4302 -0.7715 1.9396
H -0.1079 -3.2307 -2.4395
H -0.9524 -4.4362 -2.0606
H -0.5049 0.6608 4.1902
H 0.8722 0.0957 3.8834
H 4.8199 -1.4659 2.3430
H 3.8445 -1.3817 1.1804
H 1.1044 1.8174 -2.0546
H 0.0403 2.8260 -1.6541
H 3.3881 2.0960 -1.9803
H 2.7109 3.1752 -2.8091
O -0.2911 0.8629 0.0294
O 1.4671 0.8542 -4.4399
O -1.3313 3.4687 1.3103
O -3.8322 -1.0019 -1.4708
O -1.9200 -3.3016 -1.3669
O -2.9818 1.9802 4.4053
O -0.1446 -2.3522 0.8303
O 1.5471 -1.1067 2.1312
O -0.0734 -4.1915 -2.3711
O 0.0029 0.2342 3.4909
O 4.6496 -0.9813 1.5274
O 0.1671 1.8891 -1.8416
O 3.5733 2.7838 -2.6297

Atoms 1-2, force components in eV/Å:
-0.1621 0.2196 -0.1791
0.0931 -0.1748 0.3898


[5]
Molecular formula: H27O13
Method: DFT, ωB97M-V with the def2-TZVPD basis set

Computed properties:
charge: +1
HOMO level: -13.42 eV

Atoms and positions in Å:
O 1.5897 -2.9652 -1.8954
H 1.5244 -1.3337 -0.2775
H -1.0817 1.4391 -0.8904
O 0.1462 1.3366 2.5158
H 0.5697 0.9105 1.7717
H 1.1621 -3.5063 1.7155
O -0.6986 -0.7917 -3.6062
H 0.5353 1.6122 3.3455
O 1.4512 -2.7803 2.2837
H -4.0217 -1.1784 0.4982
H 1.0047 -2.9958 3.1257
O -0.6116 1.6833 -0.0024
H 2.3252 -2.9848 -2.4858
H 2.1514 2.8907 0.0516
O 3.3446 1.2650 1.2484
H -3.6339 -1.3241 -1.0541
H 3.4921 0.3354 1.4331
O -0.4852 -0.8211 -1.0619
H -1.1420 2.7921 2.0768
H -0.3626 -0.3903 -0.2190
O -2.0919 1.5506 -2.2049
H -3.0716 1.5801 -2.3590
H 0.4029 2.1970 -0.2547
O -4.2676 -1.5514 -0.3521
H 2.7193 1.3723 1.9769
H 2.9429 -1.0765 0.3040
O -0.9782 -1.2070 1.6419
H -0.5305 -2.0248 1.8407
H -0.5204 -0.5824 2.1888
O 2.2068 -0.6698 -0.1404
H -1.7025 0.6781 -2.3460
H 0.9280 -3.5247 -1.5227
O 1.6780 2.3099 -0.6367
H -1.1235 2.1477 0.7763
H -0.4219 -0.6941 -2.0917
O -1.8445 3.1939 1.5351
H -1.0111 -1.7174 -3.5362
H -1.6465 4.1427 1.5188
H 1.7648 1.3693 -0.3524
H -0.6918 -0.6865 -4.5591

Atoms 1-2, force components in eV/Å:
-0.4961 2.9015 1.2455
0.0214 -0.4004 -0.4366


[6]
Molecular formula: H27O13
Method: DFT, ωB97M-V with the def2-TZVPD basis set

Computed properties:
charge: +1
HOMO level: -12.34 eV

Atoms and positions in Å:
O 2.0592 -2.6701 1.4870
H -1.2537 -1.6244 0.5913
H 1.3548 0.0907 0.3373
O 2.2170 -0.3924 0.4073
H 2.8199 -0.1057 -0.5522
H -1.8765 -1.1590 -2.4095
O -0.4174 0.6338 0.4977
H 1.9260 -1.3615 0.3357
O -1.0761 -1.5696 -2.7124
H -2.1110 1.5489 -0.9624
H -0.7109 -1.7671 -3.5825
O 0.9552 -0.1982 -1.9934
H 3.0284 -2.6599 1.4789
H 0.6504 0.6252 3.7435
O -3.4155 -0.5454 2.8825
H -3.2287 0.9517 -1.9439
H -2.6450 -0.6646 3.4484
O -3.9963 1.6781 1.2890
H 3.2058 2.3598 -1.0860
H -3.7489 0.8300 1.6851
O 3.8752 -1.0962 -1.0946
H 3.2638 -1.6821 -1.6057
H 1.2370 -0.6034 -2.8330
O -2.7873 0.8626 -1.0883
H -3.6775 -1.4587 2.7051
H -0.8717 -2.1721 -0.8055
O -0.6740 2.4830 -1.8052
H -0.4501 1.9046 -2.5245
H -1.3059 3.1617 -2.0033
O -0.5403 -1.8312 -0.0244
H 4.1632 -0.5229 -1.8399
H 1.8306 -3.5549 1.7699
O 0.2349 1.3251 3.2277
H 0.1188 -0.7442 -1.7965
H -4.1353 1.6067 0.3427
O 3.5634 1.4958 -0.8396
H -0.2204 1.4293 -0.0014
H 4.2552 1.7212 -0.1986
H -0.6086 1.4997 3.6493
H -0.5599 0.6228 1.4186

Atoms 1-2, force components in eV/Å:
0.6516 0.0057 -0.0786
0.0229 0.0263 -0.5494


[7]
Molecular formula: H27O14
Method: DFT, ωB97M-V with the def2-TZVPD basis set

Computed properties:
charge: -1
HOMO level: -6.15 eV

Atoms and positions in Å:
O 0.0988 2.4200 2.1158
H 3.6623 -0.9390 -1.0180
O 4.3988 1.5138 -1.3458
H 0.9827 -2.1521 0.5879
H 1.3664 -0.6477 -1.7880
O -1.8466 -1.0325 3.8296
H 0.3761 -1.6010 -2.5678
H -1.5600 3.1243 0.2093
O -2.0062 3.6993 -0.3955
H 2.1662 -0.5588 -0.4746
H -1.3932 4.3774 -0.3672
O 3.1316 -0.2522 -0.9973
H -0.7456 2.2243 2.0100
H 3.8468 0.8119 -1.9518
O 1.5630 -2.7923 0.9452
H -1.9803 -2.6778 0.1361
H 3.1192 0.5568 -4.3831
O -2.3798 -2.3608 -0.7499
H 0.3840 0.2302 0.3284
H 1.9255 -2.3716 1.7409
O 0.9075 -0.8226 -2.6490
H -2.7472 -0.6160 3.7138
H -0.9364 0.5874 -2.8117
O -1.8987 0.1556 0.0347
H -0.9289 0.0897 0.0248
H -2.0100 -1.4583 2.9581
O -0.8510 -3.4100 2.2205
H -0.8577 -2.4840 2.4624
H -0.2739 -3.6544 1.6288
O 2.5016 1.3796 -4.5623
H -2.2056 -1.4989 -0.9441
H 0.3024 3.0189 2.8074
O 0.6376 -0.5928 -0.0147
H -2.4030 1.0695 3.6962
H 2.9565 1.9969 -3.8235
O -1.5966 0.1700 -2.4180
H -2.2601 0.9323 -0.2742
H -1.2911 -0.7729 -2.3312
O -2.5137 1.3416 2.7408
H 3.7293 1.4582 -0.6527
H -3.3708 1.5382 2.3297

Atoms 1-2, force components in eV/Å:
6.6089 0.5740 -0.9428
4.0130 -5.4436 0.0442


[8]
Molecular formula: H28KrO14
Method: DFT, ωB97M-V with the def2-TZVPD basis set

Computed properties:
HOMO level: -9.19 eV

Atoms and positions in Å:
Kr -0.1658 0.2029 -0.0636
O 1.6926 -3.3814 -1.2957
H 1.9266 -3.8010 -0.4678
H 2.2353 -2.5936 -1.3274
O -1.4678 -2.6445 1.5772
H -1.1500 -3.3806 1.0544
H -2.3075 -2.4131 1.1804
O -1.9638 0.3250 3.1935
H -2.5536 0.1927 3.9357
H -1.8008 -0.5560 2.8565
O -0.3298 -2.3528 -2.6777
H -0.4453 -2.8845 -3.4652
H 0.2941 -2.8456 -2.1447
O 3.7903 -1.0957 -1.3779
H 4.4458 -0.6087 -0.8786
H 3.2885 -0.4217 -1.8365
O -3.4805 0.2495 -1.2691
H -4.2505 0.8123 -1.3506
H -3.7458 -0.4324 -0.6520
O 2.4848 0.6084 1.7264
H 1.9975 -0.1584 2.0276
H 3.4043 0.3532 1.8016
O -2.0016 2.1703 -2.7976
H -1.1878 1.6807 -2.9177
H -2.6498 1.5053 -2.5657
O -2.7587 1.8791 1.0245
H -2.7562 1.1979 0.3519
H -2.2770 1.4948 1.7570
O -1.6673 3.8009 -0.5257
H -1.7813 3.2406 -1.2934
H -2.2027 3.3898 0.1530
O 1.7332 2.4214 3.5287
H 2.3122 2.1194 4.2286
H 1.8300 1.7661 2.8377
O 1.3796 -2.1550 2.2538
H 1.4378 -2.2010 3.2081
H 0.4518 -2.2931 2.0630
O -0.0934 0.3894 -3.5071
H -0.3288 -0.4399 -3.0910
H 0.8492 0.3225 -3.6594
O 2.8847 2.0439 -0.7674
H 2.4210 1.5698 -0.0771
H 2.5065 2.9230 -0.7504

Atoms 1-2, force components in eV/Å:
0.0260 -0.0716 -0.0707
-0.1936 -0.3735 0.0001


The ΔE to the lowest compared entry with this formula, charge and spin results, record by record, are as follows: 350.0 468.3 341.1 488.8 359.2 244.4 700.6 99.9 kJ/mol.
The calculated total energy results, record by record, are as follows: -993.639942 -993.594868 -993.643306 -993.587074 -993.971829 -994.015545 -1069.420189 -3823.772130 hartree.